DFT (the ωB97M-V functional and the def2-TZVPD basis) results for a structure of composition C12H36FeO24P4S2 at a distorted geometry.

Structure (XYZ):
```
79
Properties=species:S:1:pos:R:3:forces:R:3
Fe 1.36733 1.28483 0.14358 0.0 0.2 0.2
S 1.20439 3.91095 0.74690 0.9 -0.7 1.4
O 0.04636 4.72307 0.98538 -1.5 0.9 0.3
O 1.06102 3.04812 -0.41959 -1.3 1.6 -6.3
O 2.44468 4.61440 0.79921 0.8 1.2 -0.2
O 1.26002 2.69098 1.59143 0.0 -0.7 4.9
S 4.01491 1.18824 -0.48106 0.1 1.3 -3.3
O 3.16014 0.96144 0.65383 2.2 -2.4 9.4
O 2.71430 1.36503 -1.19425 -0.5 1.2 -7.6
O 4.78419 2.42360 -0.45377 0.3 -1.2 0.2
O 4.69433 -0.00093 -0.98327 0.6 0.2 0.6
C 2.76432 -1.63088 4.61818 0.4 -1.2 0.6
O 2.30640 -0.28128 4.47551 -0.7 -1.2 -0.5
P 0.98648 -0.03750 3.59219 -0.4 1.1 -3.4
O 1.14980 0.20530 2.09369 -0.5 -1.8 5.2
O 0.03163 -1.33616 3.94899 1.9 1.9 -0.3
C -1.31276 -1.38110 3.52121 -1.4 -0.8 -0.1
O 0.34988 1.21551 4.37178 0.0 -0.4 -0.8
C 0.04623 1.19348 5.73931 0.5 -0.2 1.6
H 2.33909 -2.39738 3.97028 -0.3 0.6 -0.6
H 2.52298 -2.04194 5.59842 -0.2 0.5 0.4
H 3.84493 -1.74233 4.52891 0.0 0.7 -0.2
H -1.46617 -2.41938 3.22704 -0.4 -0.1 0.4
H -1.73773 -0.83235 2.68075 1.3 0.6 -0.4
H -1.96398 -1.04710 4.32895 0.0 -0.5 0.4
H 0.24317 0.23664 6.22280 -0.6 -0.5 -0.4
H -0.94713 1.57540 5.97483 -0.2 -0.4 -0.5
H 0.69314 1.80051 6.37265 0.5 0.7 -0.7
C -1.70011 -1.53659 -4.30241 1.0 -1.0 -0.8
O -0.49991 -1.02111 -3.64681 -0.6 1.8 -0.2
P -0.16975 0.57791 -3.60315 0.8 1.2 2.6
O -0.00509 1.18264 -2.20917 -0.8 -1.8 -3.8
O 1.15007 0.73220 -4.56728 -2.4 -1.7 0.5
C 1.61365 1.99881 -4.92649 0.5 1.5 0.6
O -1.36137 1.25874 -4.46329 1.3 -0.2 0.7
C -2.60545 1.65620 -3.88065 -1.1 -0.1 -1.6
H -2.16011 -0.91105 -5.06739 0.2 0.5 0.4
H -2.46519 -1.93999 -3.63907 0.2 0.5 0.6
H -1.31901 -2.39679 -4.85279 -0.1 -0.2 0.0
H 1.68930 2.60592 -4.02439 0.2 0.1 0.1
H 0.98736 2.54636 -5.63080 -0.4 -0.3 -0.1
H 2.60352 1.92328 -5.37656 0.0 -0.3 0.2
H -3.27590 1.46464 -4.71845 -0.4 -0.2 0.1
H -2.71335 2.73492 -3.76740 0.7 0.0 0.6
H -2.99970 1.08385 -3.04096 0.7 0.1 0.2
C -3.69107 -1.00448 -0.69611 -2.2 -0.3 -0.9
O -2.42236 -0.71176 -0.21863 1.6 3.1 1.6
P -2.06798 0.80544 0.33327 -0.3 0.4 -1.3
O -0.60589 1.03559 0.46260 -3.8 -0.5 0.1
O -2.94468 1.81413 -0.67395 1.5 -2.2 1.1
C -2.90162 3.21266 -0.49583 -0.5 1.6 0.1
O -2.94572 0.91144 1.69061 1.6 0.2 -0.3
C -2.88185 1.95638 2.71000 -1.0 0.1 0.1
H -4.10240 -1.93338 -0.30107 0.5 -0.3 0.1
H -3.68503 -1.05798 -1.78478 0.2 -0.3 -0.2
H -4.47665 -0.28032 -0.48034 0.2 0.4 0.3
H -3.90419 3.63129 -0.40805 -0.5 -0.6 0.1
H -2.53564 3.74389 -1.37444 0.7 -0.5 0.0
H -2.39221 3.58114 0.39458 0.6 -0.3 -0.2
H -2.23374 2.83158 2.66445 0.6 -0.4 -1.2
H -2.65918 1.53259 3.68925 -0.2 -0.5 -0.2
H -3.90169 2.33903 2.66985 0.0 0.1 0.5
C 2.27912 -3.65831 -2.74680 0.2 -1.1 -0.7
O 1.76310 -2.42914 -2.32513 -0.2 0.9 0.3
P 1.64102 -2.07355 -0.79505 -1.1 -3.1 0.1
O 1.21748 -0.73890 -0.48504 -0.5 0.5 0.0
O 0.55187 -3.21504 -0.20797 1.9 1.4 -0.2
C -0.79309 -3.31705 -0.67418 0.1 -0.3 -0.6
O 3.02908 -2.63152 -0.29292 -0.6 -0.3 0.6
C 3.26061 -2.83309 1.09934 1.3 0.7 0.5
H 2.43806 -3.57617 -3.82202 0.1 0.1 0.1
H 1.58497 -4.48443 -2.59259 -0.4 0.1 0.1
H 3.19802 -3.96738 -2.24861 0.1 0.5 0.0
H -1.51067 -3.20535 0.13866 0.2 0.0 0.1
H -0.85642 -4.31203 -1.11474 -0.4 -0.1 0.1
H -1.05057 -2.61098 -1.46365 0.2 0.2 0.1
H 3.89094 -3.70425 1.27788 -0.8 -0.8 -0.5
H 2.34965 -2.80408 1.69717 0.1 -0.2 -0.1
H 3.98800 -2.09502 1.43737 -0.6 0.8 0.0
```
Forces are in eV/Å.

Values from the calculation:
* charge: -2
* E_HOMO (spin up / spin down): 2.00 / -2.57 eV
* HOMO-LUMO gap (spin up / spin down): 1.7387 / 6.2339 eV
* LUMO (spin up / spin down): 3.74 / 3.66 eV
* 2S+1: 7

DFT (the ωB97M-V functional and the def2-TZVPD basis) results for a structure of composition C29H61N3O20Zr at a distorted geometry.

Structure (XYZ):
```
114
Properties=species:S:1:pos:R:3:forces:R:3
Zr -0.71767 -1.67458 1.92932 1.8 5.5 -5.2
O -1.48799 0.13976 1.02660 1.4 -3.4 1.3
C -0.53443 0.89837 0.30602 1.3 0.1 1.7
C 0.65780 0.00926 -0.16581 -1.5 0.2 -0.8
O 0.93521 -1.09540 0.68122 -3.3 -0.3 1.8
H -0.14336 1.61912 1.03815 -0.1 0.3 -0.2
H -0.99156 1.43222 -0.52829 0.0 -0.1 -0.1
H 1.55842 0.58399 -0.37787 0.1 0.1 0.3
H 0.23955 -0.30190 -1.13020 0.7 -0.8 -0.1
C 3.28671 3.18352 0.01401 -0.2 0.4 -0.5
N 3.73296 2.36348 1.15700 -0.1 -0.4 0.3
O 3.50554 2.75018 2.27911 -0.3 0.5 0.2
O 4.32422 1.33188 0.92540 0.1 -0.3 -0.5
H 3.11191 2.55925 -0.85583 0.3 -0.2 0.1
H 4.08111 3.90083 -0.18159 0.0 0.0 0.0
H 2.37092 3.71459 0.24829 0.1 0.0 0.4
C 4.86386 -0.88445 -0.94608 0.1 -0.3 -0.2
N 5.48867 -1.59703 -2.10422 0.1 0.9 0.9
O 5.27748 -1.16679 -3.20283 -0.5 0.2 -1.1
O 6.27381 -2.45832 -1.82228 0.5 -1.0 0.1
H 4.14547 -0.17040 -1.32185 0.1 0.1 0.0
H 5.71760 -0.44158 -0.44551 -0.2 0.3 0.2
H 4.41348 -1.63407 -0.30237 0.0 0.3 0.0
C -4.56553 1.75600 -0.49099 0.5 -0.5 -0.7
N -5.08160 0.56177 0.22980 -0.8 0.0 0.5
O -5.61818 -0.33043 -0.39202 0.5 0.0 -0.3
O -5.02243 0.59626 1.44640 0.3 0.0 -0.1
H -4.62157 1.56628 -1.55905 -0.4 0.0 0.0
H -3.50395 1.83640 -0.26527 -0.1 0.2 0.5
H -5.16920 2.59620 -0.17133 0.2 0.2 0.0
O -2.15898 -0.52626 3.76350 0.9 -1.4 -1.5
C -2.78404 0.03381 4.65799 0.0 0.3 0.6
O -3.13668 1.29006 4.59529 0.1 -0.6 0.4
C -2.92177 2.02568 3.39167 -0.9 0.7 -1.5
C -3.80658 3.26087 3.42394 0.4 0.5 0.1
C -3.12062 -0.60852 5.96132 -0.1 0.1 0.1
H -3.20836 1.43224 2.52040 0.1 -0.3 0.4
H -1.88028 2.29819 3.22802 0.2 -0.1 0.5
H -3.84986 3.69844 2.42566 0.1 0.0 0.0
H -3.39348 4.02495 4.08341 -0.1 0.0 0.1
H -4.84044 3.09471 3.71837 0.1 -0.4 0.1
H -2.36376 -0.28311 6.67917 0.0 -0.1 0.0
H -3.11549 -1.69054 5.89349 0.1 0.0 -0.1
H -4.08134 -0.25803 6.33250 0.0 0.0 -0.1
O -2.64767 7.30259 0.70067 -0.3 0.0 0.8
C -2.19998 7.01235 -0.36672 0.0 0.5 -0.6
O -1.91493 5.75729 -0.72926 0.7 -0.9 -0.6
C -1.98378 4.74734 0.27591 -0.8 0.2 0.2
C -0.90580 4.91505 1.32181 -0.3 0.2 0.8
C -1.89832 8.00657 -1.44510 0.0 0.1 -0.7
H -1.97891 3.78805 -0.24170 0.4 0.1 -0.2
H -2.98147 4.81351 0.71736 0.1 0.1 0.3
H -1.11922 5.80017 1.92430 0.0 0.1 -0.3
H 0.09902 5.03025 0.92444 0.0 -0.2 -0.2
H -0.92814 4.11832 2.07148 0.1 -0.3 -0.3
H -1.25650 7.65792 -2.25371 0.4 -0.3 0.4
H -1.47995 8.88672 -0.96416 -0.1 0.1 -0.2
H -2.79653 8.27622 -2.00718 -0.2 0.1 0.5
O 1.19972 -1.56183 -7.67686 -0.3 -0.6 0.8
C 1.17611 -2.60391 -7.05779 0.5 1.0 -1.1
O 1.84440 -2.78598 -5.89717 -0.6 -0.3 -0.1
C 2.44847 -1.67004 -5.26759 0.6 0.3 0.8
C 1.56881 -1.14991 -4.15326 -0.9 0.3 0.5
C 0.56851 -3.87813 -7.56750 -0.5 0.5 -0.1
H 2.70645 -0.83504 -5.91591 -0.2 -0.3 -0.5
H 3.38101 -2.05456 -4.86201 0.1 0.0 0.1
H 0.67624 -0.64460 -4.53814 0.2 0.1 -0.2
H 2.06878 -0.43195 -3.49843 0.3 0.0 -0.3
H 1.16327 -1.91768 -3.48475 0.4 -0.3 -0.2
H -0.16117 -3.66225 -8.34499 0.1 0.3 0.0
H 0.02572 -4.39820 -6.78048 0.5 -0.4 0.0
H 1.37972 -4.41917 -8.05386 -0.1 -0.5 0.4
O 0.14290 -3.69767 1.02640 -0.5 1.4 1.8
C 0.59296 -4.70588 0.46738 -0.7 -0.2 0.0
O 1.82788 -4.85273 0.15447 0.1 -0.1 -0.1
C 2.79171 -3.78358 0.36824 0.9 -0.3 -0.4
C 4.06495 -4.16415 -0.39187 -0.8 0.6 0.7
C -0.29506 -5.81382 0.01942 0.1 -0.2 -0.6
H 3.00305 -3.70857 1.43415 -0.3 0.0 0.0
H 2.38809 -2.85081 -0.02038 -0.2 0.0 0.2
H 4.79183 -3.41264 -0.07764 0.3 -0.4 -0.3
H 3.87754 -4.07670 -1.45851 0.2 -0.2 -0.1
H 4.43129 -5.14797 -0.11888 0.0 -0.1 -0.1
H -0.94440 -5.40943 -0.76299 0.1 0.0 0.0
H -0.96698 -6.22115 0.76981 0.2 0.1 0.3
H 0.32729 -6.58956 -0.41941 -0.2 -0.1 0.1
O 0.67444 -0.07565 3.28216 -1.1 -1.4 -0.6
C 1.41943 0.53209 4.05238 -0.1 0.6 -0.3
O 2.49616 0.03469 4.56342 0.7 -0.4 0.5
C 2.86155 -1.32569 4.25647 -0.5 -0.6 -0.5
C 3.60014 -1.41934 2.92994 -0.5 0.2 0.3
C 1.19114 1.95423 4.42605 -0.1 0.2 0.1
H 1.92743 -1.89383 4.23381 0.0 -0.1 -0.1
H 3.43191 -1.73826 5.08174 0.2 0.5 0.2
H 2.91276 -1.25059 2.09811 0.1 0.1 0.0
H 3.99864 -2.42961 2.84769 0.3 0.1 0.0
H 4.37206 -0.65364 2.89085 0.2 -0.2 0.0
H 0.13095 2.18363 4.42017 -0.1 -0.1 0.1
H 1.66979 2.60179 3.68866 0.1 -0.1 0.0
H 1.63129 2.16422 5.39710 0.0 0.0 0.0
O -1.79042 -2.31641 -0.14933 0.8 0.5 0.7
C -2.68466 -2.63653 -0.93313 -1.4 -0.6 0.5
O -2.79055 -2.26831 -2.17375 0.4 -0.8 -0.1
C -1.69694 -1.70520 -2.92502 0.7 0.7 -0.1
C -2.14374 -0.31452 -3.33184 0.6 0.2 -0.5
C -3.83371 -3.51332 -0.49415 0.1 0.7 0.2
H -1.44647 -2.33568 -3.78086 -0.8 -0.1 -0.1
H -0.76344 -1.76586 -2.36039 -0.3 0.4 0.5
H -3.04122 -0.36554 -3.94516 -0.2 -0.1 0.2
H -1.40482 0.18303 -3.96625 0.1 -0.2 0.1
H -2.28974 0.34693 -2.47765 -0.2 -0.2 0.1
H -3.66614 -3.78287 0.54466 -0.1 -0.3 -0.1
H -3.95348 -4.36819 -1.15465 0.1 -0.1 0.1
H -4.76485 -2.94288 -0.53322 0.1 0.1 -0.1
```
Forces are in eV/Å.

Values from the calculation:
* charge: +2
* E_HOMO: -13.60 eV
* HOMO-LUMO gap: 6.3370 eV
* LUMO: -7.26 eV
* energy above the lowest of the compared OMol25 structures with the same formula, charge and spin: 0.0 kcal/mol
* 2S+1: 1

DFT (the ωB97M-V functional and the def2-TZVPD basis) results for an isolated molecule of C17H21N3O3.

Structure (XYZ):
```
44
Properties=species:S:1:pos:R:3:forces:R:3
O -1.90605 -1.23305 -1.50199 0.0 -0.1 0.0
C -1.17297 -0.41740 -0.96514 0.0 0.0 -0.2
N -0.11587 0.18675 -1.50479 0.3 0.3 0.2
C 0.47386 -0.13673 -2.77784 0.0 -0.3 -0.2
C 1.89811 -0.68137 -2.58018 -0.2 0.2 0.1
C 2.75439 0.33583 -1.90021 0.0 -0.3 0.2
C 2.92560 0.49718 -0.55442 -0.1 -0.3 -0.2
N 3.72916 1.57613 -0.30731 0.1 0.2 0.4
C 4.08944 2.14321 -1.49451 0.0 0.0 -0.6
C 4.88657 3.24872 -1.76364 0.1 0.1 0.0
C 5.07556 3.59231 -3.08442 0.1 0.1 0.1
C 4.48839 2.85643 -4.11801 0.0 0.0 -0.2
C 3.69840 1.75995 -3.85852 0.0 0.0 0.0
C 3.48828 1.38758 -2.53067 0.2 0.3 0.3
C -1.40634 0.03502 0.48223 -0.1 0.0 0.2
O -0.62822 0.77502 1.05900 0.1 0.0 0.1
N -2.53380 -0.48362 0.97877 -0.3 -0.4 -0.2
C -2.98119 -0.32708 2.33574 0.2 0.0 0.5
C -2.75240 -1.60275 3.17733 0.1 0.1 -0.5
C -3.69155 -2.74639 2.78170 0.1 0.1 0.2
C -4.92117 -2.45871 3.64180 0.1 0.1 0.1
C -4.30266 -1.83534 4.89740 -0.3 -0.2 0.3
O -3.02001 -1.33879 4.54041 0.1 0.2 -0.1
H 0.40685 0.80032 -0.88740 -0.2 -0.1 0.0
H -0.16728 -0.88252 -3.25251 0.0 0.1 0.0
H 0.50728 0.76389 -3.39952 0.0 -0.1 0.0
H 2.31714 -0.93323 -3.55491 0.0 -0.1 0.0
H 1.84839 -1.58974 -1.97678 0.0 -0.1 -0.1
H 2.53536 -0.09007 0.25541 -0.1 -0.1 0.1
H 3.99811 1.90257 0.60479 0.0 0.0 -0.1
H 5.34020 3.81628 -0.96430 0.1 0.1 0.1
H 5.68926 4.44627 -3.33024 0.0 0.1 0.0
H 4.66300 3.16106 -5.13956 0.0 0.0 -0.1
H 3.24987 1.19774 -4.66442 0.0 0.0 -0.1
H -3.02533 -1.11058 0.35143 0.1 0.1 0.0
H -2.40125 0.48537 2.78010 -0.2 -0.1 0.0
H -4.04081 -0.05842 2.34655 0.0 0.0 0.0
H -1.69497 -1.87939 3.09567 -0.1 0.0 0.0
H -3.24785 -3.70126 3.06483 0.0 0.0 -0.1
H -3.90930 -2.76297 1.71650 0.0 -0.1 -0.1
H -5.57988 -1.74681 3.14393 0.0 0.0 0.0
H -5.49270 -3.35462 3.87196 -0.1 0.0 0.0
H -4.16609 -2.58283 5.68814 -0.1 0.1 -0.1
H -4.90552 -1.01397 5.29760 0.0 -0.1 0.0
```
Forces are in eV/Å.

Values from the calculation:
* charge: 0
* E_HOMO: -8.01 eV
* HOMO-LUMO gap: 8.8005 eV
* LUMO: 0.79 eV
* energy above the lowest of the compared OMol25 structures with the same formula, charge and spin: 32.6 kcal/mol
* 2S+1: 1

DFT (the ωB97M-V functional and the def2-TZVPD basis) results for a structure of composition C13H5BaCl4NO6.

Structure (XYZ):
```
30
Properties=species:S:1:pos:R:3:forces:R:3
Ba 0.34559 -0.33448 0.00026 0.6 -0.5 0.0
O -0.38827 4.57120 -0.00004 0.3 0.0 0.0
C -0.47346 3.24592 0.00002 -0.7 -0.2 0.0
O 0.46738 2.49708 0.00007 0.0 0.2 0.0
C -1.92476 2.77143 0.00003 0.6 0.2 0.0
C -2.98040 3.66954 -0.00003 -0.2 -0.2 0.0
C -4.26347 3.14300 -0.00002 0.0 0.1 0.0
C -4.43310 1.76780 0.00005 0.1 0.0 0.0
C -3.30688 0.95462 0.00010 0.0 -0.3 0.0
N -2.07420 1.45350 0.00009 -0.2 0.1 0.0
C -3.35900 -0.57937 0.00017 0.2 0.5 0.0
O -4.55281 -1.16135 0.00019 -0.1 0.0 0.0
O -2.35432 -1.23597 0.00020 -0.2 0.1 0.0
H 0.55496 4.81050 -0.00005 -0.1 0.0 0.0
H -2.79866 4.73301 -0.00009 0.0 0.0 0.0
H -5.12321 3.79930 -0.00006 0.0 0.0 0.0
H -5.43520 1.35981 0.00006 0.0 0.1 0.0
H -5.27963 -0.52602 0.00017 0.1 -0.1 0.0
Cl 5.19224 -5.74353 -0.00039 0.0 0.1 0.0
C 4.49720 -4.15320 -0.00023 -0.2 -0.3 0.0
C 5.29942 -3.03635 -0.00012 0.2 0.3 0.0
Cl 7.02866 -3.18843 -0.00014 -0.1 0.0 0.0
C 4.70994 -1.75872 0.00002 0.4 -0.1 0.0
Cl 5.70836 -0.33253 0.00015 -0.1 -0.1 0.0
C 3.33650 -1.58888 0.00006 -0.1 0.3 0.0
O 2.74930 -0.40698 0.00021 -0.1 -0.1 0.0
C 2.50086 -2.75385 -0.00007 -0.3 0.1 0.0
O 1.19439 -2.57370 -0.00006 0.1 0.1 0.0
C 3.09854 -4.00216 -0.00021 0.2 -0.3 0.0
Cl 2.06403 -5.40116 -0.00035 0.1 0.1 0.0
```
Forces are in eV/Å.

Values from the calculation:
* charge: 0
* E_HOMO: -5.91 eV
* HOMO-LUMO gap: 3.8659 eV
* LUMO: -2.04 eV
* energy above the lowest of the compared OMol25 structures with the same formula, charge and spin: 8.9 kcal/mol
* 2S+1: 1